{
  "formula": "C36H56NO25P3",
  "method": "ωB97M-V/def2-TZVPD",
  "de_lowest_kj_mol": 0.0,
  "symbols": ["N", "C", "O", "O", "P", "O", "O", "C", "C", "C", "O", "O", "P", "P", "O", "O", "O", "H", "H", "H", "H", "H", "H", "H", "H", "O", "C", "O", "C", "C", "C", "H", "H", "H", "H", "H", "H", "O", "C", "O", "C", "C", "C", "H", "H", "H", "H", "H", "H", "O", "C", "O", "C", "C", "C", "H", "H", "H", "H", "H", "H", "O", "C", "O", "C", "C", "C", "H", "H", "H", "H", "H", "H", "O", "C", "O", "C", "C", "C", "H", "H", "H", "H", "H", "H", "O", "C", "O", "C", "C", "C", "H", "H", "H", "H", "H", "H", "O", "C", "O", "C", "C", "C", "H", "H", "H", "H", "H", "H", "O", "C", "O", "C", "C", "C", "H", "H", "H", "H", "H", "H"],
  "coordinates": [[-2.81, -5.56, 0.86], [-3.55, -4.89, 0.27], [-4.39, -4.15, -0.38], [-3.58, -3.35, -1.31], [-3.88, -1.77, -0.99], [-4.12, -1.45, 0.40], [-2.64, -1.14, -1.69], [-1.97, -0.07, -0.95], [-0.61, -0.47, -0.47], [-0.13, 0.31, 0.66], [-0.55, -1.17, 0.71], [-5.10, -1.50, -1.98], [-5.77, 0.05, -2.08], [-6.50, 0.53, -0.05], [-7.69, 1.38, -0.18], [-5.26, 1.18, 0.66], [-6.78, -0.83, 0.71], [-1.87, 0.78, -1.62], [-2.57, 0.22, -0.09], [0.12, -0.72, -1.23], [-0.82, 0.73, 1.37], [0.91, 0.26, 0.93], [-4.59, 0.82, -1.98], [-5.45, 1.89, 1.29], [-7.68, -1.12, 0.51], [-0.57, 2.85, -1.39], [0.44, 2.63, -1.99], [0.60, 1.49, -2.70], [1.93, 1.41, -3.25], [2.42, 2.85, -3.29], [1.70, 3.45, -2.08], [2.54, 0.79, -2.59], [1.87, 0.93, -4.22], [3.51, 2.93, -3.25], [2.09, 3.35, -4.20], [2.27, 3.32, -1.15], [1.46, 4.51, -2.21], [4.21, 5.11, 0.45], [4.12, 5.95, -0.40], [5.02, 6.06, -1.41], [4.71, 7.21, -2.23], [3.23, 7.48, -2.00], [3.05, 7.02, -0.55], [5.34, 8.04, -1.90], [4.96, 6.96, -3.26], [2.96, 8.52, -2.18], [2.64, 6.85, -2.67], [3.26, 7.81, 0.17], [2.07, 6.60, -0.35], [1.43, 3.13, 1.07], [2.13, 2.85, 2.00], [2.11, 1.61, 2.55], [2.95, 1.57, 3.71], [3.94, 2.71, 3.52], [3.10, 3.73, 2.75], [2.33, 1.70, 4.60], [3.42, 0.58, 3.75], [4.34, 3.08, 4.46], [4.78, 2.38, 2.90], [2.53, 4.37, 3.42], [3.67, 4.34, 2.05], [-0.67, -12.04, 1.34], [-1.35, -11.07, 1.48], [-0.83, -9.86, 1.81], [-1.87, -8.89, 2.01], [-3.07, -9.44, 1.24], [-2.86, -10.95, 1.36], [-2.07, -8.82, 3.08], [-1.53, -7.93, 1.65], [-4.02, -9.08, 1.64], [-3.01, -9.14, 0.20], [-3.30, -11.36, 2.27], [-3.22, -11.50, 0.50], [1.93, 6.11, 4.94], [2.62, 5.77, 5.85], [2.59, 4.50, 6.34], [3.43, 4.38, 7.50], [4.44, 5.53, 7.38], [3.61, 6.59, 6.66], [2.81, 4.47, 8.38], [3.89, 3.40, 7.48], [4.84, 5.84, 8.34], [5.27, 5.22, 6.74], [3.04, 7.21, 7.35], [4.19, 7.23, 6.00], [3.79, 5.52, -5.55], [4.36, 4.58, -6.03], [3.77, 3.36, -6.12], [4.70, 2.39, -6.61], [5.77, 3.19, -7.35], [5.78, 4.49, -6.56], [5.11, 1.85, -5.76], [4.16, 1.69, -7.25], [6.73, 2.68, -7.40], [5.44, 3.38, -8.37], [6.46, 4.45, -5.70], [6.01, 5.37, -7.15], [-4.60, 2.68, 2.95], [-3.51, 2.92, 2.48], [-3.07, 4.17, 2.31], [-1.79, 4.16, 1.64], [-1.21, 2.78, 1.91], [-2.47, 1.93, 2.00], [-1.96, 4.33, 0.57], [-1.19, 4.97, 2.03], [-0.50, 2.46, 1.15], [-0.69, 2.78, 2.87], [-2.80, 1.56, 1.02], [-2.41, 1.09, 2.68], [-4.24, -10.27, -2.05], [-4.73, -11.36, -2.10], [-4.29, -12.38, -1.32], [-4.97, -13.60, -1.65], [-6.28, -13.15, -2.30], [-5.86, -11.85, -2.98], [-4.34, -14.17, -2.33], [-5.12, -14.17, -0.73], [-6.69, -13.90, -2.98], [-7.02, -12.95, -1.54], [-5.46, -12.01, -3.98], [-6.65, -11.11, -3.03]],
  "mulliken_charge": [-0.394, 0.614, -0.295, -0.264, 1.353, -0.634, -0.419, -0.035, 0.171, -1.055, -0.638, -0.257, -0.150, 0.769, -0.694, -0.113, -0.455, 0.129, -0.062, 0.471, 0.601, 0.503, 0.044, 0.282, 0.343, -0.547, 0.470, -0.304, -0.627, -0.254, 0.204, 0.258, 0.362, 0.321, 0.118, -0.281, 0.221, -0.611, 0.488, -0.411, -0.441, -0.406, -0.308, 0.274, 0.268, 0.395, 0.102, 0.405, 0.143, -0.409, 0.127, -0.321, -0.574, -0.484, 0.996, 0.254, 0.375, 0.224, 0.315, -0.202, -0.185, -0.602, 0.509, -0.377, -0.402, -0.407, 0.198, 0.218, 0.312, 0.390, 0.183, 0.278, -0.246, -0.620, 0.609, -0.326, -0.448, -0.492, -0.477, 0.322, 0.303, 0.340, 0.258, 0.274, 0.297, -0.588, 0.528, -0.269, -0.433, -0.523, -0.451, 0.243, 0.335, 0.329, 0.270, 0.238, 0.338, -0.712, 0.370, -0.395, -0.662, 1.739, -0.031, 0.226, 0.307, -1.245, 0.080, -0.164, 0.649, -0.556, 0.505, -0.361, -0.437, -0.496, -0.441, 0.255, 0.323, 0.332, 0.266, 0.256, 0.307]
}